DFT (ωB97M-V/def2-TZVPD) results for C34H41I2N7OPPd as an isolated structure.

Cartesian coordinates (Å):
1 Pd 0.391 -0.213 -0.455
2 I -3.922 -0.595 -4.288
3 C -4.036 0.026 -2.308
4 C -5.290 0.164 -1.713
5 C -5.440 0.543 -0.402
6 I -7.358 0.711 0.384
7 C -4.280 0.797 0.384
8 C -4.301 1.166 1.748
9 C -3.128 1.364 2.426
10 C -1.915 1.197 1.737
11 N -1.869 0.871 0.470
12 C -3.005 0.668 -0.218
13 C -2.817 0.271 -1.633
14 O -1.684 0.154 -2.142
15 H -6.167 -0.043 -2.313
16 H -5.254 1.279 2.248
17 H -3.127 1.639 3.474
18 H -0.956 1.325 2.233
19 C 0.254 -2.337 -2.939
20 N 1.240 -1.777 -3.847
21 C 0.947 -1.850 -5.260
22 C 2.081 -1.043 -5.864
23 N 2.445 -0.129 -4.797
24 C 3.781 0.404 -4.951
25 C 1.975 -0.636 -3.560
26 N 2.142 -0.183 -2.383
27 C 2.911 1.012 -2.095
28 C 2.683 1.470 -0.653
29 N 1.560 2.376 -0.626
30 C 1.084 2.977 0.384
31 N 1.377 2.902 1.750
32 C 2.673 2.516 2.254
33 C 0.692 3.975 2.444
34 C -0.509 4.225 1.543
35 N 0.016 3.861 0.248
36 C -0.896 3.736 -0.870
37 H 0.118 -1.641 -2.112
38 H -0.711 -2.411 -3.446
39 H 0.562 -3.317 -2.572
40 H -0.035 -1.412 -5.483
41 H 0.948 -2.885 -5.609
42 H 1.779 -0.499 -6.761
43 H 2.930 -1.692 -6.125
44 H 3.858 0.858 -5.941
45 H 4.545 -0.385 -4.879
46 H 3.998 1.171 -4.221
47 H 2.613 1.840 -2.750
48 H 3.984 0.826 -2.231
49 H 3.603 1.906 -0.245
50 H 2.455 0.551 -0.096
51 H 2.939 1.522 1.906
52 H 2.616 2.472 3.343
53 H 3.466 3.224 1.974
54 H 1.325 4.873 2.515
55 H 0.412 3.668 3.454
56 H -0.839 5.265 1.569
57 H -1.357 3.587 1.822
58 H -1.007 4.687 -1.397
59 H -1.880 3.409 -0.520
60 H -0.516 2.983 -1.557
61 C 1.894 -2.951 0.770
62 P 0.622 -1.642 1.087
63 C 1.088 -1.198 2.814
64 C 0.109 -0.829 3.743
65 C 0.453 -0.338 4.992
66 C 1.790 -0.200 5.349
67 C 2.773 -0.566 4.441
68 C 2.424 -1.057 3.190
69 C -0.823 -2.737 1.428
70 C -0.874 -3.689 2.445
71 C -1.992 -4.490 2.613
72 C -3.083 -4.349 1.761
73 C -3.046 -3.408 0.744
74 C -1.921 -2.608 0.581
75 H 2.063 -3.635 1.607
76 H 2.831 -2.474 0.483
77 H 1.547 -3.519 -0.095
78 H -0.939 -0.927 3.481
79 H -0.329 -0.063 5.690
80 H 2.059 0.183 6.326
81 H 3.820 -0.468 4.704
82 H 3.210 -1.326 2.494
83 H -0.033 -3.795 3.123
84 H -2.017 -5.222 3.411
85 H -3.961 -4.970 1.897
86 H -3.891 -3.280 0.078
87 H -1.878 -1.865 -0.209

Values from the calculation:
Gap between HOMO and LUMO ... 5.5 eV
Energy relative to the best compared isomer or geometry (same formula, charge and spin) ... 57.15 kJ/mol
Charge ... -1

Atom charges from the Löwdin analysis, given in e for atoms 1 to 6: Pd 0.309; I 0.818; C -0.673; C -0.270; C -0.714; I 0.832

***

DFT (ωB97M-V/def2-TZVPD) results for C34H41N3O6SiYb as an isolated structure.

Cartesian coordinates (Å):
1 Yb -0.179 0.509 0.909
2 C 4.384 2.084 0.205
3 Si 3.272 0.585 0.406
4 C 2.427 0.392 -1.259
5 C 4.382 -0.907 0.642
6 N 2.042 0.698 1.596
7 C 2.294 0.758 2.944
8 C 3.562 0.988 3.525
9 C 3.768 0.995 4.895
10 C 2.719 0.750 5.771
11 C 1.458 0.516 5.239
12 C 1.256 0.561 3.877
13 O -0.011 0.261 3.333
14 C -1.180 0.758 3.908
15 C -1.230 1.860 4.742
16 C -2.467 2.293 5.200
17 C -3.637 1.647 4.822
18 C -3.567 0.554 3.970
19 C -2.336 0.103 3.521
20 H 4.970 1.988 -0.719
21 H 5.088 2.216 1.037
22 H 3.776 2.997 0.132
23 H 3.090 -0.125 -1.962
24 H 2.185 1.370 -1.683
25 H 1.503 -0.198 -1.214
26 H 5.097 -0.995 -0.187
27 H 3.786 -1.827 0.683
28 H 4.955 -0.840 1.578
29 H 4.402 1.162 2.860
30 H 4.764 1.183 5.282
31 H 2.873 0.736 6.842
32 H 0.624 0.287 5.891
33 H -0.326 2.391 5.002
34 H -2.511 3.166 5.841
35 H -4.598 2.002 5.176
36 H -4.469 0.059 3.630
37 H -2.265 -0.751 2.855
38 C -1.081 0.844 -7.493
39 C -0.673 1.195 -6.082
40 C 0.466 1.961 -5.864
41 C 0.808 2.345 -4.572
42 C 0.071 1.885 -3.500
43 C -1.026 1.040 -3.695
44 N -1.705 0.576 -2.553
45 C -2.183 -0.713 -2.283
46 C -1.872 -1.813 -3.082
47 C -2.452 -3.050 -2.843
48 C -3.359 -3.215 -1.805
49 C -3.618 -2.135 -0.970
50 C -3.012 -0.904 -1.168
51 C -3.230 0.156 -0.120
52 O -4.336 0.281 0.372
53 O -2.181 0.869 0.230
54 C -1.463 0.771 -5.001
55 C -2.813 0.156 -5.287
56 H -0.299 1.131 -8.196
57 H -2.002 1.359 -7.787
58 H -1.264 -0.228 -7.603
59 H 1.066 2.282 -6.710
60 H 1.666 2.985 -4.395
61 H 0.355 2.154 -2.486
62 H -1.621 1.157 -1.734
63 H -1.139 -1.698 -3.874
64 H -2.184 -3.892 -3.474
65 H -3.831 -4.174 -1.628
66 H -4.294 -2.229 -0.129
67 H -3.424 0.089 -4.391
68 H -2.738 -0.849 -5.714
69 H -3.344 0.775 -6.013
70 O 0.791 4.160 0.785
71 N 0.284 3.057 0.800
72 O 0.283 2.297 -0.257
73 O -0.268 2.557 1.839
74 C 1.038 -4.143 0.692
75 C 0.759 -2.795 1.364
76 C 0.093 -3.055 2.718
77 C -0.111 -1.883 0.466
78 H 1.600 -4.826 1.347
79 H 1.614 -4.007 -0.231
80 H 0.088 -4.625 0.425
81 H 1.727 -2.315 1.553
82 H -0.860 -3.578 2.565
83 H -0.115 -2.123 3.246
84 H 0.724 -3.673 3.367
85 H -1.097 -2.369 0.439
86 H 0.262 -2.023 -0.561

Values from the calculation:
Gap between HOMO and LUMO (alpha / beta) ... 7.5 / 7.5 eV
Energy relative to the best compared isomer or geometry (same formula, charge and spin) ... 54.73 kJ/mol
Spin multiplicity ... 2
Charge ... -1
⟨S²⟩ ... 0.751

Atom charges from the Löwdin analysis, given in e for atoms 1 to 6: Yb 1.639; C -0.176; Si 0.351; C -0.173; C -0.170; N -0.157

***

DFT (ωB97M-V/def2-TZVPD) results for C34H42AuN6OP2 as an isolated structure.

Cartesian coordinates (Å):
1 Au -0.826 -1.626 0.149
2 N 1.959 -0.996 -1.458
3 C 2.339 -1.150 -0.180
4 N 3.637 -1.221 0.100
5 C 3.936 -1.312 1.396
6 N 5.225 -1.414 1.735
7 N 3.040 -1.270 2.406
8 C 1.782 -1.241 2.021
9 N 1.364 -1.225 0.755
10 C 0.741 -1.221 3.082
11 C 1.092 -1.225 4.427
12 C 0.078 -1.207 5.370
13 C -1.242 -1.188 4.942
14 C -1.493 -1.189 3.578
15 N -0.524 -1.200 2.670
16 H 2.705 -0.823 -2.113
17 H 1.083 -0.495 -1.604
18 H 5.920 -1.513 1.017
19 H 5.469 -1.537 2.701
20 H 2.134 -1.244 4.706
21 H 0.314 -1.210 6.426
22 H -2.063 -1.179 5.645
23 H -2.508 -1.180 3.199
24 O -0.189 0.858 -1.364
25 P 0.197 2.303 -1.254
26 C 0.526 2.756 0.460
27 C 1.304 3.856 0.807
28 C 1.535 4.148 2.142
29 C 0.999 3.337 3.134
30 C 0.230 2.233 2.792
31 C -0.008 1.943 1.457
32 C -1.116 3.370 -1.874
33 C -1.492 4.546 -1.235
34 C -2.517 5.322 -1.755
35 C -3.168 4.926 -2.914
36 C -2.798 3.750 -3.555
37 C -1.777 2.973 -3.036
38 C 1.696 2.719 -2.167
39 C 2.899 2.180 -1.705
40 C 4.074 2.397 -2.402
41 C 4.057 3.161 -3.564
42 C 2.868 3.709 -4.020
43 C 1.688 3.489 -3.323
44 H 1.741 4.481 0.036
45 H 2.140 5.004 2.410
46 H 1.187 3.564 4.175
47 H -0.180 1.593 3.564
48 H -0.588 1.071 1.180
49 H -0.993 4.855 -0.324
50 H -2.809 6.234 -1.253
51 H -3.967 5.532 -3.319
52 H -3.306 3.443 -4.460
53 H -1.490 2.052 -3.530
54 H 2.919 1.603 -0.788
55 H 5.002 1.977 -2.038
56 H 4.975 3.334 -4.110
57 H 2.857 4.313 -4.917
58 H 0.764 3.926 -3.680
59 C -4.126 -2.343 -0.694
60 P -2.771 -1.169 -0.945
61 C -2.468 -1.175 -2.728
62 C -3.513 0.451 -0.604
63 H -5.009 -2.019 -1.248
64 H -4.373 -2.413 0.365
65 H -3.824 -3.330 -1.041
66 H -3.382 -0.966 -3.287
67 H -2.075 -2.148 -3.020
68 H -1.719 -0.413 -2.935
69 H -4.360 0.629 -1.270
70 H -2.762 1.222 -0.762
71 H -3.860 0.492 0.428
72 C 0.289 -4.597 1.665
73 C -0.505 -4.814 0.365
74 C -1.970 -5.089 0.726
75 C 0.073 -6.029 -0.376
76 C -0.390 -3.616 -0.518
77 H 0.253 -5.495 2.287
78 H -0.127 -3.770 2.241
79 H 1.337 -4.375 1.450
80 H -2.047 -5.970 1.366
81 H -2.566 -5.268 -0.170
82 H -2.401 -4.241 1.265
83 H -0.009 -6.928 0.238
84 H 1.127 -5.874 -0.611
85 H -0.463 -6.206 -1.310
86 H 0.219 -3.633 -1.417

Values from the calculation:
Gap between HOMO and LUMO (alpha / beta) ... 7.0 / 8.5 eV
Energy relative to the best compared isomer or geometry (same formula, charge and spin) ... 0.00 kJ/mol
Spin multiplicity ... 3
Charge ... +1
⟨S²⟩ ... 2.011

Atom charges from the Löwdin analysis, given in e for atoms 1 to 6: Au 0.809; N 0.178; C -0.448; N 0.185; C -0.432; N 0.180

***

| no. | largest force on an atom (Eh/bohr) |
| --- | --- |
| 1 | 0.01315 |
| 2 | 0.04414 |
| 3 | 0.00639 |